Entry i
Computed, not measured: a molecular structure, H37O18, with wB97M-V/def2-TZVPD.

## Properties
Gap between HOMO and LUMO in eV: 10.7
LUMO level in hartree: -0.0927
Highest occupied orbital energy in eV: -13.22

```
! RIJCOSX wB97M-V def2-TZVPD def2/J DEFGRID3
* xyz 1 1
O -2.3715 3.9637 2.7124
O 2.6825 0.1144 0.9868
O 2.1555 -2.6143 -0.0179
O 3.6470 -2.4922 -3.2587
O 0.9780 4.2243 0.6808
O 3.4382 4.3084 1.3194
O 2.9023 1.9084 2.6037
O -0.7211 1.7578 -2.0632
O -0.1434 -0.0186 2.2710
O -0.9298 -4.7967 -1.6277
O -2.8835 -2.3481 -3.6936
O -1.4410 0.2581 5.1544
O 0.8927 0.3995 -0.6433
O -1.4164 -1.2415 -1.9398
O -0.4261 -2.2815 0.7084
O -3.4324 0.6395 -2.8237
O 2.9719 -0.3138 -2.0727
O -5.0958 -1.0844 0.1178
H -2.5797 1.0656 -2.9704
H -4.0026 1.2412 -2.3458
H -3.1468 3.6180 3.1843
H 2.7464 1.0256 1.5775
H 2.8197 -0.4257 -3.0082
H -1.0334 -1.6918 0.2521
H -3.7390 -2.0039 -3.4160
H 2.7312 2.8445 2.3495
H -2.0267 -0.5223 -1.7595
H 0.3067 -0.3796 -0.6460
H 3.3864 -1.0116 -1.5690
H -5.4991 -1.8985 0.4266
H -0.2372 1.0024 -2.3943
H -0.1675 2.1268 -1.3754
H -2.1444 -0.3933 5.0488
H -1.9785 -1.7257 -2.6331
H 1.6161 0.2282 -1.3257
H 2.1136 -0.6177 1.2878
H 2.8300 4.6489 0.6447
H -1.9201 4.1877 3.5434
H 3.8408 2.0250 2.8187
H -0.7004 -2.5383 1.5844
H -0.5261 -4.1004 -1.1028
H -0.0900 0.8060 1.7877
H 0.0487 4.4559 0.8389
H -2.8211 -3.3065 -3.6558
H 1.6131 0.3436 0.4298
H 0.9028 3.2943 0.9297
H 3.0830 -2.8965 -2.6007
H 1.5749 -3.2560 -0.4509
H -1.8443 -4.7774 -1.3255
H 4.5862 -2.6551 -3.1946
H 4.3184 4.3772 0.9352
H 2.4996 -3.2431 0.6328
H -1.0422 0.0234 5.9988
H -5.7662 -0.4151 -0.0353
H -0.5597 0.1613 3.1243
*
```


Entry ii
Computed, not measured: 18 unconnected molecules or ions with the total composition H37O18, with wB97M-V/def2-TZVPD.

## Properties
Gap between HOMO and LUMO in eV: 10.0
LUMO level in hartree: -0.1013
Highest occupied orbital energy in eV: -12.75

```
! RIJCOSX wB97M-V def2-TZVPD def2/J DEFGRID3
* xyz 1 1
O 0.2593 -2.7336 3.8340
O -1.9220 3.3083 1.0692
O -1.2633 0.6466 0.4881
O 3.2637 0.5845 2.7445
O 0.3198 1.6714 -2.1364
O -1.6266 5.5358 -0.6660
O 2.1159 3.5071 -0.9796
O 0.9192 2.7647 3.9584
O -2.1579 3.0438 -4.7195
O -2.6932 -3.4108 1.2143
O -2.9603 -0.2743 -5.4157
O 3.5299 -2.1195 3.7135
O 2.0570 -3.7234 -1.4189
O -3.6473 -1.9324 -2.1123
O 1.5501 -4.0558 1.2794
O 3.0575 0.5417 -1.1461
O -1.1933 -1.6848 2.2077
O 1.0261 -0.9051 -1.1803
H -0.1038 1.2023 -2.8541
H -3.6933 -1.1060 -1.6362
H -2.8952 3.6520 -4.6423
H 0.0453 -3.6803 3.7910
H -2.7883 3.6839 0.8610
H -2.6674 -3.4983 0.2521
H 1.7388 -3.0075 -0.8611
H 1.1197 -0.0238 -0.8228
H 2.5431 0.3901 3.3417
H -0.5058 -2.1967 2.9032
H -1.0589 0.5351 -0.4461
H 1.6873 -1.1375 -1.8258
H -1.8861 -2.3048 1.7844
H 2.3778 -4.5308 1.2096
H 2.8248 4.0425 -1.3599
H 0.0031 2.4968 3.9657
H -4.3265 -2.0584 -2.7744
H 1.5983 2.1055 4.0909
H 3.4847 -0.1926 2.2324
H 3.1159 1.4921 -1.3093
H -2.2319 -0.8700 -5.2462
H 4.3136 -2.4453 3.2503
H -1.4164 5.7823 -1.5843
H 1.1186 2.1407 -2.3738
H 3.9630 0.2211 -1.1401
H -0.1387 -2.4472 4.6718
H -3.8251 -0.6599 -5.5374
H 3.0864 -2.9807 3.7184
H -3.4564 -3.9017 1.5265
H 2.9135 -3.5689 -1.8176
H 1.9284 4.0224 -0.1847
H -1.1142 1.5899 0.6537
H -2.4593 5.1578 -1.0004
H -0.9649 -0.8499 1.7591
H 1.0098 -4.1263 0.4966
H -1.4617 4.1568 0.9595
H -2.5126 2.1507 -4.7857
*
```


Tell me which of them is the least stable. Sure, it is entry ii.


Entry i
Computed, not measured: a molecular structure, C6H8N2, with wB97M-V/def2-TZVPD.

## Properties
Gap between HOMO and LUMO in eV: 5.7
LUMO level in hartree: -0.0586
Highest occupied orbital energy in eV: -7.28

```
! RIJCOSX wB97M-V def2-TZVPD def2/J DEFGRID3
* xyz 0 1
N 1.0324 1.3596 -0.0705
N -1.0868 -1.3461 0.0424
C 1.8856 -0.0230 -0.1225
C 0.9877 -1.3081 0.1387
C -1.8749 0.0076 -0.0640
C 0.0023 -0.6740 -0.4617
C -0.8993 1.3075 -0.1717
C -0.0067 0.5498 0.5516
H -1.3146 2.2591 0.1886
H -0.1145 0.4727 1.6375
H 0.1594 -0.3727 -1.5368
H 2.3422 0.0464 -1.0614
H 0.9322 -1.7201 1.1795
H 2.6163 -0.0322 0.6262
H -2.4402 -0.0288 -0.9120
H -2.3684 0.1226 0.8529
*
```


Entry ii
Computed, not measured: a single C6H8N2 molecule, with wB97M-V/def2-TZVPD.

## Properties
Gap between HOMO and LUMO in eV: 8.6
SMILES: CC/N=C1/C=CC=N1
LUMO level in hartree: -0.0289
Highest occupied orbital energy in eV: -9.39

```
! RIJCOSX wB97M-V def2-TZVPD def2/J DEFGRID3
* xyz 0 1
N 0.0182 0.5390 -1.0758
N -0.2583 -0.1313 1.2215
C 2.3344 0.0131 -1.3379
C -2.0860 -0.4737 -0.0807
C -0.7063 0.0000 -0.2324
C 1.3133 0.9997 -0.7567
C -2.4855 -0.6340 1.2318
C -1.1937 -0.5635 1.9428
H -3.4124 -0.9096 1.7549
H 3.4640 0.0484 -1.0448
H 1.8284 1.0344 0.1842
H -3.1424 -0.4340 -0.8462
H 2.1404 -0.1242 -2.3671
H 1.8630 -1.0605 -0.7447
H 1.4240 2.1877 -0.9653
H -1.1010 -0.4915 3.1164
*
```


Tell me which of them is the least stable. Sure, it is entry i.


Entry i
Computed, not measured: a single C6H8N2 molecule, with wB97M-V/def2-TZVPD.

## Properties
Gap between HOMO and LUMO in eV: 8.5
SMILES: Nc1cccc(N)c1
LUMO level in hartree: 0.0419
Highest occupied orbital energy in eV: -7.37

```
! RIJCOSX wB97M-V def2-TZVPD def2/J DEFGRID3
* xyz 0 1
N 2.4614 -0.8946 0.0208
N -2.4238 -0.9477 0.0190
C -0.0481 1.7749 -0.0164
C 0.0255 -1.0563 -0.1365
C 1.1989 1.1290 -0.0128
C -1.2428 1.0971 -0.0360
C 1.2046 -0.2778 -0.0544
C -1.2140 -0.3022 -0.0733
H -0.0993 2.8538 0.0681
H -3.1373 -0.2949 0.2746
H 2.1429 1.6918 0.0065
H 3.2577 -0.2998 -0.0651
H 2.5006 -1.8740 0.2092
H -2.5740 -2.0034 0.0407
H -2.2532 1.5355 -0.1484
H 0.2009 -2.1313 -0.0960
*
```


Entry ii
Computed, not measured: a single C6H8N2 molecule, with wB97M-V/def2-TZVPD.

## Properties
Gap between HOMO and LUMO in eV: 8.4
SMILES: [H]/N=C(/C#C)NC(=C)C
LUMO level in hartree: 0.0120
Highest occupied orbital energy in eV: -8.07

```
! RIJCOSX wB97M-V def2-TZVPD def2/J DEFGRID3
* xyz 0 1
N -1.2561 2.2523 -0.1555
N 0.0070 0.5498 0.9317
C 1.5703 1.6084 -1.9764
C 0.7042 1.4713 -1.1588
C 0.3237 -1.7084 1.7207
C -0.5029 -1.1657 -0.7705
C 0.0919 -0.7952 0.7979
C -0.3391 1.3638 -0.1782
H 2.3215 1.5962 -2.7177
H -0.3417 -2.2396 -0.8378
H -0.0505 -0.8297 -1.6965
H -1.5738 -0.9691 -0.7319
H -1.8076 2.2499 0.6993
H 1.1252 -1.6720 2.4400
H -0.1022 0.9549 1.8562
H -0.1700 -2.6670 1.7777
*
```


Tell me which of them is the least stable. Sure, it is entry ii.